[1]
A 3-piece molecular cluster, C24H56N6O5P3 overall in a non-equilibrium geometry, computed with ωB97M-V/def2-TZVPD.

Frontier orbital gap: 5.70 eV
Energy: -2676.73317 Eh

```
! wB97M-V def2-TZVPD RIJCOSX def2/J DEFGRID3
* xyz -1 1
C 3.5692 -0.7840 -1.4557
C 2.8246 -1.1858 -2.7289
C 1.3631 -0.7256 -2.6911
C 0.5986 -1.3423 -1.5082
C 0.3476 -2.8708 -1.5856
O -1.0114 -3.1415 -1.3256
P -1.9454 -1.8637 -2.1031
O -0.6895 -0.7459 -1.6011
O 3.4966 -0.8576 -3.9574
C 4.2466 0.3295 -3.9883
C 3.4788 1.6078 -3.7379
C 3.9175 2.4798 -2.7551
C 3.2759 3.6848 -2.5064
C 2.1688 4.0218 -3.2692
C 1.7169 3.1484 -4.2443
C 2.3617 1.9524 -4.4904
H 3.2648 0.2256 -1.1695
H 3.2202 -1.4154 -0.6399
H 4.6527 -0.8378 -1.5406
H 2.7637 -2.2784 -2.7172
H 0.8740 -1.0786 -3.5970
H 1.2898 0.3515 -2.5491
H 0.9896 -1.0331 -0.5338
H 0.8500 -3.3143 -0.7166
H 0.6180 -3.3500 -2.5316
H -3.0505 -2.7674 -2.3903
H -1.2251 -2.2676 -3.3224
H -2.5792 -0.8507 -2.9194
H -2.6701 -1.4834 -0.9009
H 5.1495 0.2921 -3.3699
H 4.6151 0.4005 -5.0173
H 4.7971 2.2190 -2.1779
H 3.6639 4.3467 -1.7440
H 1.6755 4.9684 -3.0923
H 0.8557 3.4450 -4.8287
H 2.0051 1.2751 -5.2555
O 5.3194 0.6167 1.7584
P 5.3111 -0.1838 3.0232
N 4.8367 0.9952 4.1868
C 5.7122 2.0837 4.5782
C 3.4667 1.4417 3.9763
N 6.9664 -0.6355 3.0611
C 7.8743 -0.3589 4.1484
C 7.6721 -0.5920 1.7849
N 4.8989 -1.5364 4.0776
C 3.9750 -2.4968 3.4472
C 4.5501 -1.3702 5.4784
H 5.2907 2.5766 5.4581
H 5.8542 2.8314 3.7860
H 6.6862 1.7122 4.8873
H 2.7692 0.6026 4.0804
H 3.3148 1.8795 2.9829
H 3.1861 2.1803 4.7280
H 8.2613 0.6685 4.1134
H 8.7339 -1.0337 4.0979
H 7.4141 -0.5320 5.1227
H 7.9962 0.4223 1.5172
H 7.0465 -0.9669 0.9805
H 8.5531 -1.2365 1.8396
H 2.9545 -2.1051 3.3733
H 3.9473 -3.4301 4.0110
H 4.3160 -2.7357 2.4362
H 3.5466 -0.9570 5.6390
H 5.2645 -0.7423 6.0017
H 4.5858 -2.3606 5.9414
O -6.0647 -0.4836 -1.9185
P -7.2352 0.1080 -1.2168
N -6.5940 0.5279 0.3178
C -6.2405 -0.4793 1.3064
C -5.5791 1.5682 0.2136
N -8.2961 -1.2377 -1.1958
C -8.9140 -1.7889 -0.0136
C -8.0018 -2.2947 -2.1599
N -8.5838 1.2425 -1.1164
C -8.6748 2.1316 -2.2817
C -8.9023 1.9808 0.0921
H -6.0476 0.0188 2.2602
H -5.3577 -1.0662 1.0250
H -7.0709 -1.1559 1.4898
H -6.0138 2.4860 -0.2033
H -4.7394 1.2722 -0.4251
H -5.1906 1.8218 1.2004
H -8.2341 -2.4481 0.5408
H -9.7897 -2.3833 -0.2934
H -9.2813 -1.0109 0.6588
H -7.2039 -2.9654 -1.8195
H -7.7006 -1.8770 -3.1155
H -8.9064 -2.8849 -2.3315
H -7.8909 2.8998 -2.2833
H -9.6459 2.6299 -2.3121
H -8.5772 1.5515 -3.2033
H -8.2076 2.8044 0.3036
H -8.9367 1.3338 0.9629
H -9.9025 2.4070 -0.0363
*
```

***

[2]
B5F20Sn as an isolated structure in a non-equilibrium geometry, computed with ωB97M-V/def2-TZVPD.

Frontier orbital gap: 10.00 eV
Energy: -2337.07586 Eh

```
! wB97M-V def2-TZVPD RIJCOSX def2/J DEFGRID3
* xyz -3 1
Sn 0.3994 0.4638 -0.1441
B 1.5923 -1.5119 2.6142
F 1.8597 -2.8859 2.4842
F 2.5622 -0.8789 1.8181
F 0.3434 -1.1997 2.1935
F 1.7972 -1.1115 3.9029
B 1.9482 -2.2081 -1.9782
F 1.2835 -2.3159 -0.7606
F 3.2862 -1.8748 -1.8516
F 1.7851 -3.4472 -2.5890
F 1.3140 -1.3109 -2.7333
B -0.3767 2.5958 2.4244
F -0.4579 2.9991 1.0687
F -1.4494 1.9048 2.8286
F 0.7973 1.8406 2.5978
F -0.2597 3.6610 3.3571
B -0.3930 2.1606 -2.9348
F -0.2546 0.8819 -3.3375
F -0.6421 3.0717 -3.9041
F -1.4265 2.1934 -2.0434
F 0.7139 2.4763 -2.2999
B -2.9201 -1.1050 -0.1294
F -1.8711 -1.2684 -1.0094
F -2.6674 0.0751 0.4678
F -4.0999 -1.0337 -0.8524
F -2.8641 -2.1724 0.8103
*
```

***

[3]
C11H13N2S as an isolated structure in a non-equilibrium geometry, computed with ωB97M-V/def2-TZVPD.

Frontier orbital gap: 8.40 eV
Energy: -934.26447 Eh

```
! wB97M-V def2-TZVPD RIJCOSX def2/J DEFGRID3
* xyz 1 1
C 1.3220 -0.9375 -2.9206
C 0.4348 0.1162 -2.9729
C 1.5527 -1.6050 -1.7320
C -0.1994 0.5770 -1.7576
C 0.9385 -1.2209 -0.5398
C 0.0586 -0.1033 -0.5925
C -1.5750 1.3714 0.3542
C 0.0138 2.7741 1.0070
C 0.5555 1.2992 1.2548
C -1.1395 -0.5524 1.4671
C -2.2289 -1.2451 0.7711
N -1.3080 2.5720 0.5672
N -0.5160 0.4304 0.6498
S -3.5203 0.0445 0.3980
H 1.9322 -1.1212 -3.7892
H 0.2913 0.6763 -3.8496
H 2.3197 -2.3751 -1.7090
H -1.0707 1.2422 -1.9276
H 1.0200 -1.7264 0.4328
H -0.2113 3.3233 1.9873
H 0.5108 3.5954 0.4137
H 1.5759 1.2066 0.6102
H 0.6435 0.9194 2.1886
H -1.4947 -0.0211 2.3519
H -0.3775 -1.2580 1.8202
H -1.8423 -1.7196 -0.0791
H -2.8285 -1.8145 1.4586
*
```

***

[4]
C34H61N2O14PS9 as an isolated structure in a non-equilibrium geometry, computed with ωB97M-V/def2-TZVPD.

Frontier orbital gap: 7.64 eV
Energy: -6419.94497 Eh

```
! wB97M-V def2-TZVPD RIJCOSX def2/J DEFGRID3
* xyz 0 1
S -3.8552 -3.0001 -6.8715
P -4.1963 -1.3269 -5.9264
C -3.0813 -1.1204 -4.4538
C -2.7873 -2.2472 -3.5474
C -1.9780 -2.0848 -2.4131
C -1.4182 -0.7653 -2.1283
N -0.6257 -0.3444 -1.1005
S -0.3086 1.2364 -1.3971
N -1.1514 1.5666 -2.7868
C -1.7066 0.3473 -3.0629
C -2.5585 0.1721 -4.2437
H -4.1123 -0.2190 -6.7983
H -5.5121 -1.4078 -5.3727
H -3.2017 -3.2561 -3.7179
H -1.7798 -2.9349 -1.7428
H -2.8018 1.0000 -4.9329
C 1.9494 1.7132 3.8741
C 0.4319 1.8663 4.0019
C -0.1977 1.2954 2.7290
S 0.9363 0.0436 2.1276
O 1.4730 0.4755 0.8577
O 0.3441 -1.2580 2.3010
C 2.1820 0.2879 3.3848
H 2.4535 1.8988 4.8185
H 2.3324 2.4283 3.1393
H 0.0813 1.3019 4.8702
H 0.1429 2.9065 4.1499
H -1.1656 0.8382 2.9276
H -0.2987 2.0569 1.9558
H 3.1723 0.1331 2.9597
H 1.9969 -0.4358 4.1798
C -3.1774 -4.2653 3.0988
C -4.3185 -3.6724 3.9336
C -3.6993 -3.0882 5.2079
S -2.0196 -2.6240 4.7789
O -1.1080 -3.4552 5.5261
O -1.9119 -1.1842 4.7733
C -2.0751 -3.2111 3.0934
H -3.5011 -4.5096 2.0868
H -2.8147 -5.1836 3.5691
H -4.8097 -2.8785 3.3653
H -5.0757 -4.4201 4.1722
H -4.2384 -2.2077 5.5525
H -3.6497 -3.8288 6.0055
H -1.1023 -3.6045 2.8080
H -2.3398 -2.3673 2.4558
C 1.4639 -5.9103 -1.3424
C 0.9146 -7.3277 -1.1371
C -0.4776 -7.3759 -1.7759
S -0.4600 -6.1604 -3.0977
O -1.3868 -5.1029 -2.7659
O -0.5001 -6.8387 -4.3693
C 1.1943 -5.5682 -2.8027
H 2.5268 -5.8496 -1.1081
H 0.9333 -5.2110 -0.6898
H 1.5717 -8.0481 -1.6313
H 0.8718 -7.5956 -0.0805
H -0.6993 -8.3565 -2.1931
H -1.2540 -7.0910 -1.0662
H 1.2475 -4.5008 -3.0112
H 1.8637 -6.1136 -3.4626
C 5.5707 6.1020 5.2056
C 6.2223 4.7152 5.1718
C 5.6115 3.8930 6.3116
S 3.9640 4.5513 6.5770
O 3.9126 5.1519 7.8857
O 2.9863 3.5824 6.1424
C 4.0743 5.8533 5.3577
H 5.7910 6.6748 4.3049
H 5.9453 6.6651 6.0645
H 6.0056 4.2349 4.2141
H 7.3065 4.7761 5.2689
H 5.5390 2.8376 6.0553
H 6.1732 4.0120 7.2375
H 3.5245 6.7277 5.7009
H 3.6412 5.4773 4.4298
C -1.8687 4.3820 8.3055
C -3.1248 3.5097 8.1994
C -3.8593 3.9154 6.9167
S -2.6025 4.5303 5.7944
O -2.8329 5.9358 5.5698
O -2.4384 3.5965 4.7071
C -1.2272 4.3549 6.9229
H -1.1843 4.0152 9.0704
H -2.1509 5.4054 8.5669
H -2.8330 2.4581 8.1395
H -3.7687 3.6212 9.0724
H -4.3677 3.0699 6.4573
H -4.5695 4.7212 7.0993
H -0.5131 5.1605 6.7632
H -0.7563 3.3906 6.7261
C 4.6781 -2.0969 -5.9382
C 3.3264 -1.4415 -6.2424
C 2.2338 -2.3665 -5.6957
S 2.9708 -3.2526 -4.3222
O 3.0462 -4.6491 -4.6680
O 2.3814 -2.7936 -3.0881
C 4.6037 -2.5449 -4.4826
H 5.5081 -1.4094 -6.1026
H 4.8226 -2.9632 -6.5891
H 3.2719 -0.4711 -5.7417
H 3.1940 -1.2662 -7.3103
H 1.3707 -1.8065 -5.3395
H 1.9202 -3.0992 -6.4385
H 5.3557 -3.2872 -4.2214
H 4.6644 -1.6927 -3.8043
C -0.7562 3.1687 -9.4012
C -2.1001 3.8287 -9.7285
C -3.2035 2.9267 -9.1654
S -2.4814 2.0668 -7.7670
O -2.4196 0.6577 -8.0745
O -3.0746 2.5574 -6.5459
C -0.8424 2.7565 -7.9358
H 0.0805 3.8447 -9.5776
H -0.6159 2.2856 -10.0303
H -2.1485 4.8110 -9.2517
H -2.2254 3.9795 -10.8008
H -4.0632 3.5023 -8.8274
H -3.5197 2.1789 -9.8921
H -0.0987 2.0141 -7.6522
H -0.7778 3.6241 -7.2779
*
```

***

[5]
C6H24O6Ti as an isolated structure in a non-equilibrium geometry, computed with ωB97M-V/def2-TZVPD.

Frontier orbital gap (spin up / spin down): 5.33 / 3.12 eV
<S²>: 6.01
Energy: -1543.02283 Eh

```
! wB97M-V def2-TZVPD RIJCOSX def2/J DEFGRID3
* xyz 2 5
Ti -7.7734 -6.9136 12.0408
C -6.4452 -8.4611 14.4998
O -6.7852 -7.0797 14.3307
H -6.9340 -9.1517 13.8127
H -5.3684 -8.6280 14.4738
H -6.8581 -8.8700 15.4220
H -6.3603 -6.5013 14.9683
C -9.6063 -5.1931 9.5483
O -8.4729 -5.9591 9.8777
H -10.3646 -5.5500 10.2452
H -9.4979 -4.1115 9.6286
H -9.9407 -5.4187 8.5357
H -7.9090 -5.9550 9.1008
C -7.1548 -3.3708 12.0168
O -7.0271 -4.6239 12.5856
H -6.2652 -2.7732 12.2155
H -6.8926 -3.3512 10.9590
H -8.1779 -3.0283 12.1721
H -6.3891 -4.4618 13.2844
C -8.5630 -10.3595 10.9231
O -8.4457 -8.8934 10.8936
H -9.5029 -10.6122 11.4137
H -8.7432 -10.7256 9.9124
H -7.7699 -10.8861 11.4540
H -8.8565 -8.6178 10.0708
C -4.5777 -6.4362 10.9787
O -5.5794 -7.4524 10.8388
H -3.5832 -6.7304 10.6434
H -4.8339 -5.5095 10.4652
H -4.5587 -6.1414 12.0280
H -5.4500 -7.9041 10.0016
C -10.4460 -7.0662 14.2530
O -9.8228 -6.3617 13.1794
H -9.6560 -7.5966 14.7848
H -10.8730 -6.3887 14.9924
H -11.1491 -7.7213 13.7384
H -10.0206 -5.4392 13.3570
*
```

***

[6]
A 8-piece molecular cluster, H17O8 overall in a non-equilibrium geometry, computed with ωB97M-V/def2-TZVPD.

Frontier orbital gap: 10.65 eV
Energy: -611.81085 Eh

```
! wB97M-V def2-TZVPD RIJCOSX def2/J DEFGRID3
* xyz 1 1
O -0.1534 -1.3333 -0.0066
H -0.1924 -0.6403 0.6904
H 0.4376 -1.0613 -0.7706
H -1.1404 -1.3703 -0.2846
O 1.5646 0.8677 -0.3836
H 1.1666 1.6677 -1.0016
H 2.5526 1.1537 -0.6636
O -0.8094 0.0187 2.3284
H -0.0444 0.2087 2.7244
H -1.3334 -0.1443 3.1334
O 1.9366 -0.2183 2.2784
H 2.2556 -1.1093 2.2684
H 2.6946 0.3787 2.0344
O 0.3646 2.9567 1.4004
H 0.6836 2.2117 0.9464
H 0.7106 3.7307 0.9944
O 1.2416 -1.2023 -2.5156
H 1.3776 -1.9103 -3.2616
H 1.1006 -0.4293 -2.9156
O -2.7624 -1.8893 -0.5196
H -3.0084 -1.9183 -1.4856
H -3.4614 -1.5103 0.0094
O -1.3124 0.7257 -1.6696
H -2.0684 0.9077 -1.0916
H -1.7994 -0.0903 -2.2386
*
```